Record 1
{"formula": "C15H22N2O5S", "method": "ωB97M-V/def2-TZVPD", "symbols": ["C", "C", "C", "C", "C", "N", "C", "O", "C", "N", "C", "C", "C", "C", "C", "C", "O", "C", "O", "S", "C", "O", "O", "H", "H", "H", "H", "H", "H", "H", "H", "H", "H", "H", "H", "H", "H", "H", "H", "H", "H", "H", "H", "H", "H"], "coordinates": [[-1.06516, -4.55632, -1.08585], [-0.26018, -4.12419, 0.13473], [-1.02085, -4.27889, 1.45297], [-2.29162, -3.43870, 1.59830], [-2.05478, -1.93565, 1.71620], [-1.71149, -1.32156, 0.45068], [-0.77201, -0.37348, 0.32870], [-0.15008, 0.08447, 1.26812], [-0.55607, 0.11361, -1.10756], [0.69911, 0.80366, -1.26286], [0.81313, 2.17575, -1.02326], [1.93851, 2.83375, -1.51575], [2.12733, 4.19960, -1.33353], [1.14867, 4.88913, -0.65965], [0.01979, 4.23615, -0.16800], [-0.17356, 2.88620, -0.32485], [-0.79237, 5.14122, 0.46242], [-0.13571, 6.38729, 0.35737], [1.07412, 6.22509, -0.34934], [2.05087, -0.16702, -0.96318], [2.74523, 0.39549, 0.60425], [3.02014, 0.06176, -1.99278], [1.54985, -1.50414, -0.83095], [-0.44506, -4.49011, -1.97605], [-1.93927, -3.92688, -1.24027], [-1.40411, -5.58534, -0.97722], [0.63017, -4.75400, 0.19365], [0.09094, -3.10103, 0.00547], [-1.30189, -5.32968, 1.56762], [-0.34575, -4.02848, 2.27398], [-2.80360, -3.75859, 2.50873], [-2.96828, -3.63297, 0.76390], [-2.96365, -1.45777, 2.10551], [-1.23470, -1.72180, 2.40532], [-2.16406, -1.68400, -0.37318], [-0.52651, -0.74991, -1.77615], [-1.37078, 0.77471, -1.41345], [2.67269, 2.25824, -2.05422], [3.00047, 4.69985, -1.71620], [-1.03716, 2.40857, 0.10209], [0.07486, 6.77778, 1.36630], [-0.78336, 7.10027, -0.17812], [3.53176, -0.30180, 0.86151], [3.13872, 1.39217, 0.46059], [1.94568, 0.37752, 1.33405]], "forces_ev_per_a": [[0.2333, 0.1045, 0.1675], [-0.0812, -0.1031, 0.0640], [-0.0533, 0.0890, -0.1781], [0.3000, 0.0834, 0.0803], [-0.2440, -0.0450, 0.2808], [-0.2347, -0.2305, -0.1213], [-0.3587, 0.0546, -0.3148], [0.0204, 0.1505, 0.1941], [0.0317, -0.2648, 0.0584], [0.5249, -1.0732, 0.2826], [0.3469, 1.0366, -0.1133], [-0.1556, -0.0509, -0.0438], [-0.2118, 0.3612, 0.2593], [-0.3609, -0.3747, 0.1662], [0.5071, 0.1903, -0.2990], [-0.0361, 0.1256, 0.0640], [-0.0442, -0.5467, -0.0855], [-0.4061, 1.1184, 0.4624], [0.3372, -0.2801, -0.2649], [0.4279, 0.2111, 0.0441], [-0.4886, -0.1479, -0.5867], [0.1341, 0.2405, 0.0516], [-0.2546, -0.0991, 0.2306], [-0.0142, -0.0218, -0.1542], [-0.1479, 0.0366, -0.0736], [-0.0922, -0.0953, -0.0467], [0.0746, 0.0582, -0.0062], [0.0476, -0.0962, 0.0400], [0.0533, -0.0377, 0.0648], [-0.0011, -0.0559, 0.1040], [-0.0919, 0.0264, -0.0585], [-0.1562, -0.0503, -0.0013], [0.1665, -0.0321, 0.0603], [-0.1144, -0.0059, -0.0121], [0.1114, 0.0783, -0.0550], [-0.2886, 0.0671, 0.0671], [0.1024, -0.0435, -0.0009], [0.0473, 0.0581, -0.1150], [0.1315, 0.0609, -0.0669], [-0.1168, -0.0996, 0.0886], [-0.0063, -0.1679, -0.2231], [0.1517, -0.2258, 0.0631], [0.1580, -0.1662, -0.1183], [0.0916, 0.1501, -0.0166], [-0.0398, 0.0127, 0.0621]], "homo_ev": -7.87, "e_tot_ev": -39964.4769, "fmax_ev_per_a": 1.28, "gap_ev": 8.55, "charge": 0, "smiles": "CCCCCNC(=O)CN(c1ccc2c(c1)OCO2)S(C)(=O)=O", "e_above_lowest_kcal_mol": 31.9}

---

Record 2
{"formula": "C15H22N2OPRe", "method": "ωB97M-V/def2-TZVPD", "symbols": ["C", "C", "C", "C", "C", "Re", "P", "H", "H", "H", "H", "H", "H", "H", "H", "C", "C", "N", "C", "C", "C", "O", "C", "C", "C", "C", "N", "C", "H", "H", "H", "H", "H", "H", "H", "H", "H", "H", "H", "H", "H", "H"], "coordinates": [[0.85564, -1.20784, -1.51770], [1.41486, -0.29267, -2.45131], [0.89059, 0.94253, -2.82825], [-0.24425, 1.50954, -2.24683], [-1.09371, 0.92333, -1.29474], [0.31373, 0.16962, -0.25149], [0.86630, -1.52525, 1.42104], [1.10919, -2.26636, -1.57352], [2.31527, -0.65050, -2.98719], [1.39522, 1.44417, -3.67259], [-2.06816, 1.38271, -1.13813], [-0.49385, 2.48414, -2.61879], [1.47685, -0.99670, 2.59540], [1.89709, -2.49540, 1.10770], [-0.05220, -2.47505, 1.97931], [-4.89447, -1.94507, 6.12983], [-3.96469, -0.79791, 6.50342], [-3.59606, 0.11714, 5.44712], [-4.62484, 1.20428, 5.24835], [-4.64537, 2.11977, 6.46966], [-2.68766, -0.23902, 4.49404], [-2.25053, -1.39686, 4.41252], [-2.11471, 0.79445, 3.60027], [-1.80829, 2.11821, 3.92733], [-1.22101, 2.92050, 2.94351], [-0.67514, 2.35208, 1.78300], [-0.78138, 1.00882, 1.60256], [-1.65240, 0.30673, 2.37060], [-5.79533, -1.62997, 5.59292], [-5.21306, -2.45288, 7.04148], [-4.33235, -2.64265, 5.51444], [-4.40870, -0.15501, 7.27136], [-3.02820, -1.23875, 6.88351], [-4.27650, 1.76925, 4.36851], [-5.60415, 0.69404, 5.08235], [-3.92304, 2.90811, 6.23458], [-5.65755, 2.50333, 6.66019], [-4.28018, 1.61509, 7.36793], [-1.97494, 2.44130, 4.94708], [-1.19208, 3.99129, 3.00525], [-0.16835, 2.90988, 0.98592], [-1.89015, -0.70727, 1.99085]], "forces_ev_per_a": [[0.6020, 1.4476, -0.4398], [0.9766, -1.8715, -1.0480], [1.1163, -0.6234, 0.1275], [-1.3523, 0.5380, 0.0503], [-0.6773, 1.2694, -1.1841], [-0.5474, -2.3980, 1.5249], [1.4923, -1.0605, 0.9462], [-0.0623, 0.2988, 0.0416], [-0.5761, 0.3341, -0.0591], [-0.2190, 0.0456, 0.8261], [0.1326, -0.1487, 0.0458], [-0.3156, 0.4306, -0.3695], [-0.3947, -0.3617, -0.1362], [-0.6699, 0.7164, 0.0467], [0.1440, 0.7206, -0.2642], [0.0253, 0.0717, -0.1488], [0.4830, -0.5534, 0.4860], [-0.6233, 1.0708, -1.0317], [0.8333, -0.9894, 0.0345], [0.1428, 0.1982, -0.3632], [-0.5939, -1.5851, 1.2728], [-0.1335, 1.1207, -0.0086], [0.6003, 0.2578, -1.1043], [0.1830, -0.6779, -0.5090], [0.2911, -0.0555, -0.8469], [-0.7341, -0.8581, 1.2776], [-0.9359, 0.8635, -0.5677], [1.1564, 0.0815, -0.5098], [0.1523, 0.0510, 0.0622], [0.0246, -0.0121, -0.0626], [-0.1684, -0.1293, -0.0914], [0.1519, -0.5823, 0.0090], [-0.3662, 0.2352, 0.0735], [-0.7859, -0.2877, 0.1935], [0.7181, 0.5118, -0.1294], [-0.3967, 0.3043, 0.4582], [0.4932, 0.1530, -0.0648], [-0.2173, 0.1998, -0.1623], [-0.2862, 0.3977, -0.1762], [0.2450, 0.2930, 0.4805], [-0.1227, -0.1063, 0.6359], [0.2149, 0.6897, 0.6848]], "homo_ev": [-10.00, -11.98], "multiplicity": 4, "e_tot_ev": -32346.7573, "fmax_ev_per_a": 2.89, "gap_ev": [6.30, 7.92], "charge": 1}

---

Record 3
{"formula": "C15H22NO5S3Zr", "method": "ωB97M-V/def2-TZVPD", "symbols": ["Zr", "O", "C", "O", "C", "C", "C", "C", "C", "N", "C", "O", "O", "H", "H", "H", "H", "C", "C", "S", "C", "C", "S", "C", "C", "S", "H", "H", "H", "H", "H", "H", "H", "H", "H", "H", "H", "H", "C", "C", "O", "H", "H", "H", "H", "H", "H"], "coordinates": [[0.06630, -0.65407, 0.14542], [2.52222, -0.17462, -3.33186], [2.04350, -0.25749, -2.15107], [0.81154, -0.28543, -1.88543], [2.99728, -0.33813, -1.02395], [4.37488, -0.30481, -1.06215], [5.05689, -0.41444, 0.15765], [4.35142, -0.55857, 1.34551], [2.96362, -0.59154, 1.27875], [2.32221, -0.47902, 0.12531], [2.01510, -0.74612, 2.44541], [2.29685, -0.71845, 3.58687], [0.72895, -0.90437, 1.96139], [1.85410, -0.12963, -4.04405], [4.90677, -0.19959, -1.99895], [6.13930, -0.38963, 0.16994], [4.84852, -0.64614, 2.30372], [-3.57213, 1.08064, -0.93224], [-3.77118, 0.34746, 0.38477], [-2.27799, -0.22291, 1.28426], [-1.81806, 0.97668, 2.56989], [-1.12214, 2.24070, 2.09080], [0.21898, 1.93659, 0.87835], [-0.13967, 3.05876, -0.51674], [-1.23985, 2.63861, -1.48029], [-2.91901, 2.76253, -0.78971], [-4.56232, 1.17345, -1.38374], [-2.97385, 0.50471, -1.64197], [-4.34724, -0.56815, 0.24008], [-4.31131, 0.95716, 1.11051], [-1.18893, 0.39372, 3.24287], [-2.73114, 1.22798, 3.11227], [-0.65889, 2.73548, 2.94481], [-1.81442, 2.92489, 1.60857], [0.81741, 3.15591, -1.03353], [-0.34524, 4.03110, -0.06634], [-1.07472, 1.62908, -1.86687], [-1.19487, 3.31086, -2.33907], [-1.71815, -2.83384, -1.26614], [-0.93561, -3.52062, -0.17190], [0.38921, -2.86161, -0.13922], [-2.76870, -3.12109, -1.21657], [-1.33149, -3.06874, -2.25600], [-1.73967, -1.72124, -1.19345], [-0.79608, -4.57654, -0.39100], [-1.39133, -3.41599, 0.81400], [1.01895, -3.38352, 0.38114]], "forces_ev_per_a": [[0.5326, -0.2572, 0.4821], [0.0249, 0.0455, -0.0129], [-0.0297, -0.0068, -0.0270], [-0.0615, -0.0205, 0.1356], [0.0276, 0.0000, 0.0135], [-0.0146, 0.0082, -0.0066], [-0.0027, 0.0001, 0.0157], [0.0032, 0.0254, -0.0063], [-0.0455, 0.0061, 0.0103], [-0.0571, 0.0067, -0.0001], [0.0312, 0.0154, 0.0663], [0.0305, -0.0276, -0.0315], [-0.2217, 0.1052, -0.4381], [-0.0169, -0.0101, 0.0095], [0.0011, 0.0008, 0.0003], [0.0007, 0.0010, -0.0004], [0.0015, 0.0015, -0.0002], [-0.0033, 0.0151, 0.0076], [0.0051, 0.0074, -0.0241], [0.0188, -0.0688, -0.0324], [0.0430, 0.0159, 0.0021], [-0.0091, -0.0388, 0.0209], [0.0127, 0.0281, -0.1780], [-0.0080, -0.0018, -0.0216], [-0.0164, 0.0253, 0.0362], [0.0103, -0.0310, -0.0336], [0.0008, 0.0000, -0.0019], [0.0090, -0.0006, 0.0060], [0.0041, -0.0015, 0.0034], [0.0125, -0.0002, 0.0104], [-0.0102, -0.0044, 0.0036], [0.0005, 0.0010, 0.0043], [-0.0069, 0.0053, 0.0017], [0.0019, -0.0047, -0.0189], [0.0012, -0.0073, 0.0007], [0.0062, -0.0059, 0.0191], [-0.0142, 0.0025, -0.0063], [0.0103, -0.0006, -0.0025], [-0.0498, 0.0436, -0.0656], [-0.1452, -0.0365, -0.0843], [-0.1577, 0.2844, 0.0616], [0.0121, -0.0380, -0.0182], [0.0201, -0.0045, 0.0058], [-0.0028, -0.0243, 0.1126], [0.0503, 0.0101, -0.0152], [0.0100, -0.0327, 0.0026], [-0.0087, -0.0306, -0.0061]], "homo_ev": -17.50, "e_tot_ev": -61402.6227, "fmax_ev_per_a": 0.76, "gap_ev": 6.08, "charge": 3, "e_above_lowest_kcal_mol": 3.4}

---

Record 4
{"formula": "C15H22O4", "method": "ωB97M-V/def2-TZVPD", "symbols": ["C", "O", "C", "C", "C", "C", "C", "O", "C", "O", "C", "C", "C", "C", "C", "C", "C", "O", "C", "H", "H", "H", "H", "H", "H", "H", "H", "H", "H", "H", "H", "H", "H", "H", "H", "H", "H", "H", "H", "H", "H"], "coordinates": [[5.15210, 1.33027, -0.78806], [3.75114, 1.40151, -0.82435], [3.07935, 0.52046, 0.05266], [2.90757, -0.88244, -0.55268], [2.39363, -1.84858, 0.46629], [1.23570, -2.48888, 0.44172], [0.16724, -2.37414, -0.61515], [-0.66490, -3.50798, -0.63498], [-0.66527, -1.10561, -0.35957], [-1.31089, -1.27793, 0.88911], [-1.92285, -0.10231, 1.36462], [-3.10160, 0.33971, 0.53095], [-4.04907, -0.59455, 0.13020], [-5.13176, -0.20986, -0.63898], [-5.28339, 1.11623, -1.00868], [-4.34422, 2.05252, -0.61210], [-3.25478, 1.66475, 0.14886], [1.81120, 1.03119, 0.30449], [1.80726, 2.25956, 1.00202], [5.52378, 0.37328, -1.17114], [5.53162, 1.47348, 0.23177], [5.51204, 2.13441, -1.42666], [3.65982, 0.45517, 1.00047], [2.23480, -0.79276, -1.40281], [3.88669, -1.21554, -0.90651], [3.06343, -2.01211, 1.30197], [0.98247, -3.15930, 1.25139], [0.61007, -2.31606, -1.61445], [-1.20652, -3.46596, 0.16353], [-0.00740, -0.22919, -0.33100], [-1.41075, -0.97778, -1.15818], [-1.17941, 0.70643, 1.42477], [-2.25773, -0.34777, 2.37883], [-3.92362, -1.62743, 0.42094], [-5.86043, -0.94485, -0.94823], [-6.13045, 1.41860, -1.60667], [-4.45627, 3.08726, -0.90144], [-2.51870, 2.39698, 0.44999], [2.32907, 3.03445, 0.43527], [2.27853, 2.14860, 1.98621], [0.76251, 2.53617, 1.12559]], "forces_ev_per_a": [[0.0989, -0.0541, 0.0518], [-0.4594, -0.0190, 0.0056], [0.1759, -0.2891, 0.0267], [-0.0456, 0.4146, 0.2299], [0.1253, -0.0272, -0.0028], [0.0260, -0.1278, -0.0778], [-0.0642, 0.7498, 0.0955], [-0.2293, -0.3406, 0.0813], [0.1445, -0.1448, -0.4638], [0.0918, -0.2275, -0.0064], [-0.0662, 0.0648, 0.2413], [0.1090, -0.0037, -0.0289], [0.0319, 0.0127, 0.0409], [-0.0339, -0.0900, 0.0179], [-0.0483, 0.0957, -0.0551], [-0.0868, 0.1019, -0.0544], [0.0453, -0.1207, 0.0850], [0.1348, -0.1379, -0.1557], [0.0948, 0.0754, -0.0021], [0.0375, 0.0422, 0.0058], [0.0191, 0.0064, -0.0467], [0.1014, -0.0504, 0.0354], [-0.1055, 0.0641, -0.1818], [0.0507, 0.0483, -0.1302], [-0.0205, 0.0339, -0.0730], [-0.0005, -0.0943, 0.1523], [0.0253, -0.0641, 0.1387], [-0.0437, 0.0985, 0.1053], [-0.0252, -0.0234, -0.0462], [-0.0683, -0.0741, -0.0037], [0.0920, -0.0409, 0.0736], [-0.0924, -0.0522, 0.0305], [0.0784, 0.1144, -0.0932], [0.0126, -0.1107, 0.0058], [-0.0578, -0.0559, -0.0264], [-0.0603, 0.0250, -0.0502], [-0.0121, 0.0778, -0.0304], [0.0968, 0.0664, 0.0173], [-0.0554, -0.0168, 0.0552], [-0.0366, 0.0169, -0.0230], [0.0199, 0.0561, 0.0560]], "homo_ev": -9.21, "e_tot_ev": -24100.1487, "fmax_ev_per_a": 0.76, "gap_ev": 10.05, "charge": 0, "smiles": "COC(C/C=C\\[C@@H](O)COCc1ccccc1)OC", "e_above_lowest_kcal_mol": 30.4}